C8H10ClCuN2 | ωB97M-V/def2-TZVPD

Cartesian coordinates (Å):
Cu: 1.144 33.494 20.235
C: -0.894 37.115 15.543
H: -0.380 39.178 15.320
H: -0.433 35.019 16.247
N: -0.129 38.253 15.638
H: 3.898 35.421 21.228
H: 1.833 36.029 17.030
N: 4.637 35.585 21.894
C: 5.916 35.271 23.666
H: 4.073 34.069 23.303
C: 6.467 36.317 22.890
C: 1.025 36.566 16.558
H: -1.872 37.215 15.099
H: 7.365 36.859 23.133
H: 1.782 38.706 16.463
H: 5.708 37.174 20.969
C: 1.032 37.961 16.249
C: 5.650 36.485 21.794
C: 4.784 34.827 23.023
C: -0.165 36.055 16.126
H: 6.332 34.899 24.587
Cl: 1.990 35.595 19.688

For the HOMO energy (alpha / beta), the calculation gives -9.6 / -9.6 eV. The calculation puts the energy relative to the best compared isomer or geometry (same formula, charge and spin) at 9.8 kcal per mole. The value obtained for the LUMO energy (alpha / beta) is -4.456 / -7.440 eV. The expectation value of S² is 0.764. The spin multiplicity is 2. For the strongest force on any atom, the calculation gives 1.60 eV/Å. As for the charge: +1. The value obtained for the HOMO-LUMO gap (alpha / beta) is 5.2 / 2.2 eV.

Here are the Löwdin charges for atoms 1 to 4, given in e: number 1, Cu, carries 0.378; number 2, C, carries 0.058; number 3, H, carries 0.183; number 4, H, carries 0.128

---

C9H18O2SSi | ωB97M-V/def2-TZVPD

Cartesian coordinates (Å):
H: -3.398 -0.351 -1.482
C: 1.667 1.727 1.025
H: -3.719 0.904 -0.416
H: 3.788 -0.387 0.216
H: -1.364 -2.755 0.176
C: 0.225 -0.594 -2.200
S: 1.297 -1.092 0.215
C: -0.108 -0.377 -0.739
H: 0.446 2.264 -0.970
C: 1.127 1.811 -0.324
Si: -1.739 -0.338 0.329
H: -0.819 1.596 1.548
H: 0.652 -1.664 -2.413
H: -0.699 0.249 2.432
H: -1.184 -2.256 1.736
H: 1.839 2.697 1.526
O: 1.464 -2.411 -0.274
H: 2.933 -0.574 -1.470
H: -2.199 1.109 2.387
H: -0.747 -0.449 -2.748
C: -2.992 0.430 -0.910
C: -1.309 0.783 1.858
H: 0.939 0.077 -2.482
C: 2.789 -0.183 -0.341
H: -2.415 1.230 -1.503
O: 1.046 -0.888 1.631
C: 2.474 1.275 -0.168
C: -1.776 -2.166 0.875
H: -2.831 -2.558 1.176
H: 3.216 1.880 -0.462
H: 1.396 1.011 1.773

For the HOMO energy (alpha / beta), the calculation gives -8.2 / -8.3 eV. The calculation puts the energy relative to the best compared isomer or geometry (same formula, charge and spin) at 117.3 kcal per mole. The value obtained for the LUMO energy (alpha / beta) is -0.139 / 0.136 eV. For the strongest force on any atom, the calculation gives 5.55 eV/Å. As for the charge: 0. The value obtained for the HOMO-LUMO gap (alpha / beta) is 8.0 / 8.4 eV.

Here are the Löwdin charges for atoms 1 to 4, given in e: number 1, H, carries 0.008; number 2, C, carries -0.126; number 3, H, carries -0.038; number 4, H, carries 0.143

---

C6H13N2O | ωB97M-V/def2-TZVPD

Cartesian coordinates (Å):
H: -1.981 1.168 1.913
H: -2.634 0.528 -1.666
N: -0.039 0.588 1.050
H: 2.766 -0.020 -1.160
H: -0.478 -1.390 0.207
C: -1.771 -0.135 -1.623
H: 0.541 1.350 2.941
H: 3.424 -0.630 0.322
H: -0.340 0.423 -3.275
C: -0.604 -0.274 -2.435
O: 1.381 -0.935 -0.112
C: 0.089 0.456 2.562
H: -0.199 -1.263 -2.545
H: -1.524 -0.662 1.711
H: -2.153 -1.084 -0.991
H: -0.420 1.342 -1.049
N: -0.501 0.379 -1.081
H: 0.528 -0.463 2.938
C: -1.217 0.438 1.860
C: 0.202 -0.461 0.111
H: 2.400 0.795 0.422
C: 2.528 -0.150 -0.100

For the HOMO energy, the calculation gives -13.8 eV. The calculation puts the energy relative to the best compared isomer or geometry (same formula, charge and spin) at 108.1 kcal per mole. The value obtained for the LUMO energy is -2.525 eV. For the strongest force on any atom, the calculation gives 4.73 eV/Å. As for the charge: +1. The value obtained for the HOMO-LUMO gap is 11.3 eV.

Here are the Löwdin charges for atoms 1 to 4, given in e: number 1, H, carries 0.105; number 2, H, carries 0.135; number 3, N, carries -0.086; number 4, H, carries 0.103

---

C23H40BCl2N5O7S2 | ωB97M-V/def2-TZVPD

Cartesian coordinates (Å):
H: -1.308 -3.133 -0.687
N: -1.007 -0.183 -5.290
C: 1.034 0.375 3.817
O: -4.229 1.322 -2.427
C: -3.742 -2.738 -1.807
N: -0.821 -1.775 -3.601
C: 6.472 -2.022 -0.069
H: -1.258 -2.127 3.831
C: -3.583 -1.722 -0.628
H: -1.341 -2.602 -3.888
C: -2.650 -0.731 -0.687
C: -1.318 -0.493 -4.073
H: -4.378 6.767 3.262
C: -3.853 6.057 2.617
C: -4.557 6.003 1.271
C: -2.656 4.095 3.177
H: -2.822 6.405 2.499
H: 1.684 -2.292 -0.706
O: -1.889 1.093 -7.023
H: -2.819 3.071 3.518
H: -5.590 5.658 1.386
H: -4.208 0.576 -5.379
C: -0.518 -1.593 -2.175
H: 2.060 -4.186 0.626
H: 9.966 0.387 1.375
C: 8.429 -1.545 2.542
H: -3.743 3.274 -0.363
H: 8.270 -0.518 2.884
H: -0.021 -3.723 -1.817
H: 6.485 -2.243 3.102
S: 0.698 -3.560 2.556
N: 0.683 -0.951 3.538
B: -3.478 0.472 -3.285
Cl: -2.576 0.389 0.738
H: 2.012 0.864 3.589
N: -2.025 0.229 -3.073
S: 3.106 -1.784 2.627
H: 8.417 0.072 0.538
H: -3.866 -1.151 -4.870
H: -4.647 3.434 1.154
H: -2.285 4.066 2.150
O: 6.384 -1.457 1.229
N: 0.020 1.056 4.416
C: 1.496 -1.966 2.944
H: -1.909 4.564 3.826
C: -0.669 -1.197 3.939
H: 9.944 -0.485 -0.172
H: -3.664 -3.794 -1.437
H: 7.506 -2.249 -0.341
H: -4.776 -2.576 -2.238
C: 9.407 -0.331 0.765
C: -1.429 1.119 -5.869
H: 5.869 -2.935 -0.122
C: -0.375 -2.834 -1.229
O: -1.384 2.220 -5.222
Cl: -4.676 -1.872 0.780
H: -4.587 7.013 0.848
H: -0.951 0.304 -1.342
C: -4.296 -0.172 -4.527
O: 9.326 -1.578 1.438
C: -1.614 -0.480 -1.823
H: 0.464 -1.657 0.466
H: 7.262 -3.237 1.861
C: -1.009 0.097 4.502
C: 0.999 -3.859 0.758
H: -5.383 -0.221 -4.267
H: -2.014 0.286 4.953
H: -0.469 -0.805 -5.900
C: -4.440 3.905 0.190
C: 0.750 -2.563 -0.130
H: 6.075 -1.298 -0.783
H: -3.028 -2.536 -2.641
O: -3.889 4.793 3.272
C: 7.105 -2.207 2.200
H: -4.575 2.026 -3.011
O: -3.849 5.185 0.349
H: 8.903 -2.102 3.356
H: -5.369 3.991 -0.386
H: 0.462 -1.054 -2.010
H: 0.259 -4.631 0.407

For the HOMO energy, the calculation gives -8.5 eV. The calculation puts the energy relative to the best compared isomer or geometry (same formula, charge and spin) at 49.0 kcal per mole. The value obtained for the LUMO energy is -1.286 eV. For the strongest force on any atom, the calculation gives 6.43 eV/Å. As for the charge: 0. The value obtained for the HOMO-LUMO gap is 7.3 eV.

Here are the Löwdin charges for atoms 1 to 4, given in e: number 1, H, carries 0.105; number 2, N, carries 0.253; number 3, C, carries -0.147; number 4, O, carries 0.097

---

The highest energy relative to the best compared isomer or geometry (same formula, charge and spin) belongs to which entry? C9H18O2SSi

---

Look up the strongest force on any atom of the fourth one. 6.43 eV/Å